C5H4S | ωB97M-V/def2-TZVPD

E_tot (eV): -16079.5000
Charge: 0

Each line ends with the natural charge from an NBO analysis.
Cartesian coordinates (Å):
C  1.019  0.689  0.026  -0.40
C  0.788  -0.749  -0.060  -0.02
C  0.044  1.621  0.148  -0.14
C  -0.472  -1.272  0.063  -0.44
C  -1.502  -0.381  0.044  -0.04
S  -2.946  0.198  -0.093  0.23
H  1.994  1.037  -0.104  0.20
H  1.519  -1.443  -0.285  0.21
H  0.149  2.639  -0.011  0.17
H  -0.592  -2.339  0.272  0.25

Forces on atoms 1 to 6 (eV/Å):
-1.3340 0.1823 -0.5179
-1.6597 2.1981 0.4188
-0.3462 -4.8629 0.4552
0.4811 -0.2009 0.1953
-1.0912 2.0378 0.5289
0.1786 -0.7644 -0.1625